This record from the Open Molecules 2025 dataset describes C2H2F3I as an isolated structure at a distorted geometry. The level of theory is ωB97M-V with the def2-TZVPD basis set.

Element x y z (Å)
C -0.722 -0.334 0.010
C 0.600 0.446 -0.017
F -1.897 0.461 -0.042
F 0.586 1.276 -1.111
F 0.686 1.205 1.069
I 2.059 -1.050 0.057
H -0.637 -0.984 0.837
H -0.675 -1.019 -0.802

Atoms 1-3, force components in eV/Å:
C -0.2 1.1 -0.8
C -2.6 0.6 -0.8
F 1.8 -1.0 0.3

electronic energy	-674.67506	Eh
energy relative to the best compared isomer or geometry (same formula, charge and spin)	8.8	kcal/mol
M	209.94	g/mol

=====

This record from the Open Molecules 2025 dataset describes a 2-piece molecular cluster, C2H3N3OS overall at a distorted geometry. The level of theory is ωB97M-V with the def2-TZVPD basis set.

Element x y z (Å)
C 3.146 0.213 -0.260
C 0.946 -0.352 0.293
N 2.436 1.218 0.118
N 1.123 0.858 0.428
N -1.946 -0.952 -0.396
O -1.154 -1.497 0.453
S 2.294 -1.359 -0.156
H 4.269 0.282 -0.266
H -2.077 0.079 -0.297
H -2.160 -1.464 -1.225

Atoms 1-3, force components in eV/Å:
C 1.1 -0.8 1.2
C 0.2 -1.9 0.0
N 0.5 0.3 -0.2

electronic energy	-715.48361	Eh
energy relative to the best compared isomer or geometry (same formula, charge and spin)	36.5	kcal/mol
2S+1	3
⟨S²⟩	2.01
M	117.13	g/mol

=====

This record from the Open Molecules 2025 dataset describes C27H51BCdN11O3PS3 as an isolated structure at a distorted geometry. The level of theory is ωB97M-V with the def2-TZVPD basis set.

Element x y z (Å)
Cd 0.294 0.060 -0.629
C -1.753 -5.693 2.281
C -0.796 -4.645 1.705
C 0.529 -4.625 2.470
C -0.523 -5.015 0.250
N -1.430 -3.293 1.878
C -1.862 -2.928 3.146
C -2.330 -1.675 3.070
N -2.185 -1.243 1.767
B -2.742 0.181 1.443
N -1.853 1.286 2.074
C -2.477 2.420 2.555
C -1.552 3.176 3.156
N -0.333 2.514 3.055
C -0.533 1.356 2.364
S 0.619 0.137 1.947
C 0.884 3.187 3.625
C 1.091 4.488 2.845
C 2.154 2.348 3.543
C 0.608 3.481 5.103
N -3.079 0.410 -0.064
C -4.259 -0.133 -0.535
C -4.498 0.371 -1.754
N -3.463 1.244 -2.053
C -2.598 1.253 -1.004
S -1.114 2.143 -0.891
C -3.354 1.994 -3.351
C -2.110 1.521 -4.106
C -3.324 3.497 -3.076
C -4.584 1.688 -4.202
C -1.622 -2.232 1.049
S -1.249 -2.085 -0.633
H -1.351 -6.688 2.088
H -2.734 -5.620 1.809
H -1.878 -5.599 3.359
H 1.051 -5.574 2.327
H 0.375 -4.482 3.540
H 1.164 -3.815 2.103
H -0.218 -6.062 0.234
H 0.287 -4.410 -0.158
H -1.415 -4.900 -0.366
H -1.819 -3.588 3.992
H -2.766 -1.047 3.828
H -3.796 0.246 2.017
H -3.535 2.582 2.435
H -1.661 4.121 3.656
H 1.201 4.269 1.782
H 1.989 4.994 3.203
H 0.251 5.171 2.966
H 2.436 2.141 2.513
H 2.046 1.399 4.065
H 2.950 2.919 4.024
H -0.208 4.189 5.243
H 1.500 3.913 5.556
H 0.364 2.560 5.636
H -4.833 -0.835 0.047
H -5.319 0.185 -2.419
H -1.197 1.753 -3.565
H -2.074 2.016 -5.078
H -2.154 0.442 -4.269
H -2.461 3.783 -2.480
H -4.232 3.805 -2.553
H -3.277 4.033 -4.025
H -4.640 0.634 -4.477
H -4.507 2.267 -5.121
H -5.508 1.984 -3.701
N 0.258 -3.870 -2.581
C 1.509 -3.135 -2.188
P 1.614 -1.685 -3.331
O 1.216 -2.329 -4.662
O 0.829 -0.515 -2.859
C 3.404 -1.329 -3.708
N 3.494 -1.451 -5.202
H -0.538 -3.444 -2.079
H 0.282 -4.860 -2.355
H 0.136 -3.733 -3.600
H 2.374 -3.783 -2.306
H 1.418 -2.807 -1.159
H 4.047 -2.066 -3.235
H 3.688 -0.335 -3.374
H 4.284 -2.002 -5.524
H 3.517 -0.548 -5.667
H 2.539 -1.940 -5.423
C 5.355 2.814 1.028
N 4.396 1.881 0.461
C 4.536 0.440 0.462
C 3.279 0.030 -0.294
O 2.952 -1.130 -0.531
N 2.563 1.133 -0.633
C 3.268 2.185 -0.182
N 2.854 3.431 -0.382
H 5.992 2.278 1.726
H 4.843 3.602 1.583
H 5.986 3.265 0.259
H 4.514 0.026 1.473
H 5.446 0.106 -0.039
H 1.984 3.576 -0.866
H 3.371 4.226 -0.051

Atoms 1-3, force components in eV/Å:
Cd -0.1 0.3 0.1
C 0.0 0.1 0.0
C 0.0 0.0 0.0

electronic energy	-3615.86586	Eh
energy relative to the best compared isomer or geometry (same formula, charge and spin)	10.6	kcal/mol
total charge	+2
M	828.18	g/mol